No. 1
{
  "formula": "C4H7NO2",
  "method": "ωB97M-V/def2-TZVPD",
  "species": ["O", "O", "N", "C", "C", "C", "C", "H", "H", "H", "H", "H", "H", "H"],
  "coordinates": [[-0.631, -0.971, 1.490], [-0.253, -2.713, -2.101], [-1.065, -1.090, -0.717], [0.019, 0.961, 0.199], [0.987, 1.391, 1.302], [-0.558, -0.431, 0.416], [-0.239, -1.566, -1.778], [0.591, 2.186, 1.926], [-0.884, 1.571, 0.227], [-1.769, -1.798, -0.574], [1.263, 0.561, 1.950], [1.883, 1.738, 0.778], [0.232, -0.720, -2.303], [0.424, 0.882, -0.815]],
  "e_lumo_ev": 0.803,
  "total_energy_ev": -9846.3662,
  "max_force_ev_per_a": 1.79,
  "mol_weight_g_mol": 101.1,
  "relative_energy_kj_mol": 88.1
}

No. 2
{
  "formula": "C2H4N3O8S2",
  "method": "ωB97M-V/def2-TZVPD",
  "species": ["S", "S", "O", "O", "O", "O", "O", "O", "O", "O", "N", "N", "N", "C", "C", "H", "H", "H", "H"],
  "coordinates": [[-1.090, 4.150, 3.051], [-0.855, 4.196, 0.813], [-1.951, 3.396, 0.353], [-2.576, 1.009, 2.088], [-1.060, 5.616, 0.740], [0.169, 4.090, 3.665], [-1.966, 5.134, 3.620], [-2.015, 2.656, 3.356], [0.523, 3.718, 0.578], [-0.978, -1.126, 2.007], [-0.497, 1.726, 2.087], [-0.237, 0.871, 1.070], [-1.662, 1.706, 2.402], [-0.493, -0.449, 1.088], [0.112, -1.120, -0.179], [0.589, 1.335, 0.523], [0.887, -1.905, 0.107], [0.447, -0.321, -0.852], [-0.670, -1.754, -0.725]],
  "e_lumo_ev": 3.095,
  "total_energy_ev": -44656.3478,
  "max_force_ev_per_a": 4.30,
  "mol_weight_g_mol": 262.2,
  "relative_energy_kj_mol": 393.1,
  "total_charge": -1
}

No. 3
{
  "formula": "C4H11NS2",
  "method": "ωB97M-V/def2-TZVPD",
  "species": ["S", "S", "N", "C", "C", "C", "C", "H", "H", "H", "H", "H", "H", "H", "H", "H", "H", "H"],
  "coordinates": [[-2.357, 1.971, -2.718], [-1.625, 1.116, -0.878], [-0.130, -1.106, 0.578], [-0.232, 1.766, 0.186], [-0.031, -2.574, 0.611], [1.142, -0.454, 0.310], [1.063, 1.016, -0.175], [-0.087, 2.822, -0.091], [-0.379, -0.812, 1.534], [-0.101, -2.858, -0.472], [1.928, 1.556, 0.227], [1.883, -0.954, -0.326], [-3.613, 2.125, -2.205], [0.796, -3.193, 0.982], [-0.427, 1.723, 1.241], [-0.881, -2.911, 1.232], [1.806, -0.368, 1.225], [1.246, 1.134, -1.261]],
  "e_lumo_ev": 0.271,
  "total_energy_ev": -27485.1998,
  "max_force_ev_per_a": 2.75,
  "mol_weight_g_mol": 137.3,
  "relative_energy_kj_mol": 199.3
}

No. 4
{
  "formula": "C5H13N2O",
  "method": "ωB97M-V/def2-TZVPD",
  "species": ["O", "N", "N", "C", "C", "C", "C", "C", "H", "H", "H", "H", "H", "H", "H", "H", "H", "H", "H", "H", "H"],
  "coordinates": [[3.142, -0.558, 0.557], [1.389, 0.562, -1.291], [-2.184, -0.259, 0.068], [-1.217, 0.337, -0.776], [-3.502, -0.155, -0.394], [0.256, -0.161, -0.530], [0.597, -0.110, 0.860], [1.999, -0.530, 1.268], [-1.137, 1.445, -0.611], [1.612, 0.691, 1.230], [-1.360, 0.252, -1.890], [-3.983, 0.820, -0.209], [1.868, -1.047, 2.270], [2.259, 0.589, -0.776], [-3.657, -0.409, -1.501], [-4.195, -0.750, 0.333], [0.179, -1.232, -0.886], [1.635, 0.076, -2.167], [-0.260, 0.189, 1.436], [-0.777, 3.039, 2.007], [-0.549, 2.395, 2.308]],
  "e_lumo_ev": [7.114, 7.037],
  "total_energy_ev": -10413.9702,
  "s2": 0.758,
  "max_force_ev_per_a": 2.22,
  "mol_weight_g_mol": 117.2,
  "multiplicity": 2,
  "relative_energy_kj_mol": 501.5,
  "total_charge": -2
}

No. 5
{
  "formula": "C4H4O3",
  "method": "ωB97M-V/def2-TZVPD",
  "species": ["O", "O", "O", "C", "C", "C", "C", "H", "H", "H", "H"],
  "coordinates": [[-0.204, -1.252, -1.183], [0.590, 0.433, 1.673], [2.351, 0.336, -1.219], [-0.431, -0.419, -0.337], [-1.786, 0.135, -0.002], [2.146, 0.032, -0.073], [0.742, 0.058, 0.534], [-1.817, 1.205, -0.241], [-2.551, -0.392, -0.575], [-1.973, 0.040, 1.072], [2.952, -0.196, 0.649]],
  "e_lumo_ev": -1.010,
  "total_energy_ev": -10353.9476,
  "max_force_ev_per_a": 0.59,
  "mol_weight_g_mol": 100.1,
  "relative_energy_kj_mol": 122.0
}

No. 6
{
  "formula": "C16H33CaCl5F3MgN7O11P2",
  "method": "ωB97M-V/def2-TZVPD",
  "species": ["Ca", "Cl", "Cl", "Cl", "Cl", "Cl", "P", "P", "Mg", "F", "F", "F", "O", "O", "O", "O", "O", "O", "O", "O", "O", "O", "O", "N", "N", "N", "N", "N", "N", "N", "C", "C", "C", "C", "C", "C", "C", "C", "C", "C", "C", "C", "C", "C", "C", "C", "H", "H", "H", "H", "H", "H", "H", "H", "H", "H", "H", "H", "H", "H", "H", "H", "H", "H", "H", "H", "H", "H", "H", "H", "H", "H", "H", "H", "H", "H", "H", "H", "H"],
  "coordinates": [[-3.689, -3.044, -3.220], [-8.675, 0.254, -6.528], [-5.968, 1.260, -6.402], [0.830, -1.966, 0.558], [-7.774, 1.713, -4.206], [-6.748, -0.949, -4.734], [3.520, -0.883, 2.536], [-1.043, -0.883, -6.446], [-0.614, 3.061, -2.059], [-4.167, 2.150, -3.803], [2.515, 3.903, -1.078], [-0.096, -2.265, 2.814], [-1.373, 0.281, -1.776], [-1.362, -2.108, -5.590], [-1.093, -1.270, -7.921], [3.209, 3.357, 4.586], [3.297, 0.028, 3.815], [-2.062, 0.207, -6.115], [1.607, 6.852, -2.194], [1.096, 6.396, -0.088], [5.076, -0.788, 2.137], [-0.195, 5.851, -1.811], [0.346, -0.329, -6.153], [3.090, -2.315, 2.752], [1.154, -3.890, 5.742], [2.762, -0.099, 1.204], [-4.313, -0.159, -1.772], [2.292, 1.374, -0.396], [4.030, 1.945, 1.026], [1.721, -0.525, 0.429], [-2.147, 0.500, -0.611], [-4.861, 1.230, -1.724], [4.322, 3.206, 0.362], [1.445, 0.363, -0.497], [4.564, -5.277, 6.268], [3.629, -6.311, 5.650], [3.070, 1.127, 0.618], [1.815, -4.690, 5.249], [2.127, 3.917, 1.311], [-7.285, 0.589, -5.477], [-5.457, -1.119, -1.606], [-3.645, -0.404, -3.129], [-3.352, -0.404, -0.631], [3.092, 4.079, 0.173], [2.666, -5.702, 4.627], [0.850, 6.371, -1.300], [4.792, 3.045, -0.609], [3.238, 2.391, 4.603], [-6.165, -0.945, -2.400], [3.060, -6.800, 6.444], [4.224, -7.084, 5.159], [2.702, -2.452, 3.678], [-1.545, 0.254, 0.272], [-2.994, 0.426, -3.375], [4.122, 0.505, 3.991], [3.218, -5.233, 3.810], [0.640, 0.245, -1.192], [2.027, -6.475, 4.199], [5.182, -0.490, 1.225], [-5.080, -2.146, -1.645], [2.647, 3.760, 2.263], [3.423, 5.115, 0.171], [5.155, -4.775, 5.501], [1.564, 4.834, 1.392], [1.386, 3.148, 1.120], [4.586, 1.684, 1.819], [5.252, -5.754, 6.968], [-2.439, 1.553, -0.534], [5.053, 3.746, 0.948], [-5.320, 1.365, -0.734], [4.008, -4.519, 6.821], [-5.917, -0.930, -0.639], [-4.064, 1.940, -1.881], [-4.422, -0.458, -3.887], [-3.931, -0.275, 0.283], [-0.894, 1.127, -2.070], [-5.588, 1.343, -2.511], [-3.032, -1.447, -0.712], [-3.095, -1.338, -3.072]],
  "e_lumo_ev": -0.269,
  "total_energy_ev": -163290.8722,
  "max_force_ev_per_a": 3.29,
  "mol_weight_g_mol": 860.1,
  "total_charge": -2
}